# 1
84
Properties=species:S:1:pos:R:3:mulliken_charge:R:1 method="wB97M-V/def2-TZVPD" de_lowest_kj_mol=15.4 total_energy_ev=-63562.3767 smiles="S=C(NC1CCCCC1)N1CCOCCOCCN(C(=S)NC2CCCCC2)CCOCCOCC1"
S -0.41 -0.59 -2.87 -0.523
C -1.71 -0.16 -1.92 0.810
N -1.75 1.05 -1.34 0.191
C -0.76 2.09 -1.54 0.651
C -0.85 3.08 -0.38 -0.214
C 0.17 4.20 -0.56 -0.726
C -0.03 4.91 -1.89 -0.847
C 0.06 3.91 -3.05 -0.659
C -0.97 2.81 -2.88 -0.999
N -2.76 -1.01 -1.72 0.399
C -2.77 -2.33 -2.31 -1.305
C -2.68 -3.47 -1.27 -0.671
O -1.58 -3.38 -0.40 -0.295
C -0.32 -3.58 -1.02 0.136
C 0.71 -3.96 0.05 -1.072
O 1.21 -2.88 0.79 -0.348
C 0.28 -2.29 1.69 -0.140
C 1.09 -1.50 2.74 -1.458
N 1.01 -0.06 2.62 0.466
C 1.73 0.62 1.67 0.639
S 1.97 2.26 1.79 -0.365
N 2.24 -0.08 0.65 0.745
C 3.13 0.48 -0.33 -0.244
C 4.57 0.54 0.20 -1.074
C 5.16 -0.85 0.37 -0.465
C 5.13 -1.60 -0.96 -1.065
C 3.70 -1.71 -1.47 -0.171
C 3.07 -0.32 -1.63 -0.118
C 0.33 0.65 3.67 -1.535
C -1.19 0.44 3.66 -0.255
O -1.75 1.08 2.54 -0.017
C -3.08 1.53 2.71 -0.765
C -4.15 0.43 2.63 -0.439
O -4.49 0.08 1.31 -0.455
C -3.50 -0.66 0.63 1.053
C -3.87 -0.67 -0.86 -1.916
H -2.58 1.34 -0.86 0.348
H 0.23 1.61 -1.55 -0.631
H -0.67 2.56 0.56 -0.387
H -1.86 3.50 -0.36 0.496
H 1.17 3.78 -0.51 0.111
H 0.07 4.91 0.26 0.348
H 0.72 5.69 -2.01 0.402
H -1.02 5.39 -1.91 0.337
H 1.06 3.47 -3.06 0.310
H -0.10 4.42 -4.00 0.392
H -0.88 2.08 -3.69 0.371
H -1.98 3.23 -2.90 0.353
H -1.92 -2.39 -2.99 0.517
H -3.69 -2.47 -2.88 0.450
H -3.55 -3.46 -0.62 0.420
H -2.66 -4.42 -1.82 0.477
H 0.01 -2.67 -1.54 -0.179
H -0.39 -4.40 -1.75 0.612
H 0.27 -4.71 0.72 0.397
H 1.59 -4.39 -0.45 0.444
H -0.41 -1.63 1.16 -0.023
H -0.30 -3.08 2.17 0.551
H 0.74 -1.75 3.74 0.477
H 2.13 -1.82 2.65 0.359
H 2.05 -1.07 0.57 -0.072
H 2.79 1.51 -0.52 -0.048
H 4.57 1.08 1.15 0.377
H 5.18 1.12 -0.50 0.525
H 6.18 -0.77 0.74 0.387
H 4.58 -1.41 1.11 0.129
H 5.56 -2.60 -0.84 0.410
H 5.74 -1.06 -1.69 0.376
H 3.11 -2.31 -0.78 -0.306
H 3.69 -2.22 -2.44 0.569
H 2.04 -0.42 -1.96 -0.709
H 3.62 0.23 -2.40 0.684
H 0.53 1.72 3.52 0.354
H 0.72 0.34 4.64 0.449
H -1.60 0.86 4.59 0.521
H -1.42 -0.64 3.64 0.212
H -3.25 2.25 1.90 0.231
H -3.18 2.05 3.67 0.479
H -5.08 0.81 3.07 0.415
H -3.83 -0.45 3.19 0.278
H -2.51 -0.19 0.76 -0.325
H -3.45 -1.68 1.02 0.356
H -4.27 0.32 -1.12 0.407
H -4.67 -1.38 -1.04 0.401

# 2
57
Properties=species:S:1:pos:R:3:mulliken_charge:R:1 method="wB97M-V/def2-TZVPD" de_lowest_kj_mol=22.3 total_energy_ev=-44363.9728 smiles="CC[C@H](C)[C@@H](CC(=O)N[C@@]1(CO)CC[C@H](C)C1)NC(=O)c1cncc(Cl)c1"
C -2.00 2.23 -3.01 -1.489
C -1.09 1.19 -2.36 -0.222
C -0.86 1.43 -0.88 0.377
C -0.22 2.78 -0.62 -1.705
C -0.03 0.31 -0.29 -0.215
C 0.18 0.49 1.22 -1.335
C 0.70 -0.78 1.87 0.381
O -0.05 -1.60 2.36 -0.689
N 2.05 -0.91 1.83 0.206
C 2.83 -2.02 2.39 0.776
C 2.69 -2.05 3.90 -0.980
O 3.13 -0.85 4.53 -0.540
C 2.45 -3.35 1.76 -1.239
C 3.12 -3.34 0.39 -0.278
C 4.38 -2.47 0.53 0.553
C 5.68 -3.24 0.34 -1.819
C 4.28 -1.84 1.94 -1.545
N -0.62 -0.97 -0.53 0.046
C -0.14 -1.86 -1.44 0.601
O 0.72 -1.58 -2.26 -0.673
C -0.74 -3.23 -1.39 0.607
C -0.79 -3.98 -2.55 -0.586
N -1.27 -5.21 -2.60 -0.627
C -1.71 -5.75 -1.48 -0.199
C -1.69 -5.08 -0.27 0.007
Cl -2.27 -5.86 1.16 -0.215
C -1.21 -3.79 -0.21 -0.508
H -2.24 1.93 -4.03 0.433
H -2.94 2.33 -2.47 0.324
H -1.53 3.21 -3.07 0.345
H -1.54 0.20 -2.49 0.201
H -0.13 1.15 -2.88 0.340
H -1.84 1.42 -0.38 0.267
H 0.77 2.84 -1.09 0.349
H -0.83 3.59 -1.03 0.462
H -0.10 2.99 0.44 0.392
H 0.95 0.32 -0.78 0.469
H 0.86 1.32 1.41 0.549
H -0.77 0.73 1.70 0.309
H 2.58 -0.15 1.44 0.391
H 1.64 -2.19 4.16 0.438
H 3.26 -2.90 4.28 0.472
H 3.72 -0.38 3.93 0.351
H 2.85 -4.16 2.38 0.511
H 1.37 -3.50 1.72 0.387
H 3.35 -4.36 0.05 0.539
H 2.45 -2.91 -0.36 -0.182
H 4.36 -1.67 -0.22 0.313
H 5.75 -4.06 1.06 0.381
H 5.73 -3.66 -0.66 0.438
H 6.55 -2.60 0.48 0.410
H 4.59 -0.79 1.93 0.468
H 4.94 -2.36 2.64 0.332
H -1.31 -1.29 0.13 0.355
H -0.41 -3.57 -3.47 0.477
H -2.10 -6.76 -1.54 0.378
H -1.17 -3.27 0.74 0.409